i:
18
Properties=species:S:1:pos:R:3 method="wB97M-V/def2-TZVPD" e_lumo_ev=0.632 gap_ev=10.65 multiplicity=1 e_homo_ha=-0.36822 total_charge=0 smiles="CNC(N)=O.N#CCO"
C 1.41 -0.53 1.02
N 0.20 -1.06 1.59
C -1.02 -0.76 1.09
N -2.08 -1.23 1.82
O -1.19 -0.11 0.07
H 2.25 -1.18 1.29
H 1.31 -0.52 -0.06
H 1.62 0.49 1.36
H 0.25 -1.43 2.53
H -2.98 -1.18 1.38
H -1.95 -1.98 2.48
N 1.54 -0.42 -2.69
C 0.93 0.54 -2.56
C 0.17 1.75 -2.31
O 0.10 2.07 -0.95
H -0.83 1.62 -2.75
H 0.67 2.59 -2.81
H -0.38 1.34 -0.50

=====

ii:
18
Properties=species:S:1:pos:R:3 method="wB97M-V/def2-TZVPD" e_lumo_ev=0.586 gap_ev=9.05 multiplicity=1 e_homo_ha=-0.31117 total_charge=0
C -2.67 -1.48 0.11
N -2.12 -0.35 0.08
O -1.30 -0.15 -1.04
C -0.36 0.71 -0.69
N -0.51 1.88 -0.05
O -1.74 2.45 0.13
N 0.89 0.49 -1.18
C 1.76 -0.46 -0.55
C 1.97 -0.08 1.02
H -3.23 -1.82 1.16
H -2.30 -2.24 -0.60
H -2.23 1.63 0.49
H 1.43 1.41 -1.12
H 2.82 -0.48 -0.95
H 1.45 -1.54 -0.83
H 1.06 -0.06 1.68
H 2.50 0.94 0.89
H 2.58 -0.86 1.46

=====

iii:
18
Properties=species:S:1:pos:R:3 method="wB97M-V/def2-TZVPD" e_lumo_ev=0.790 gap_ev=9.74 multiplicity=1 e_homo_ha=-0.32908 total_charge=0
C -2.13 -0.49 -0.35
C 2.49 -1.41 0.97
N 1.39 -0.96 0.12
C -0.34 1.56 -0.48
C 0.36 -0.30 0.71
N -1.03 2.34 -1.35
O -0.83 -0.04 -0.73
N 0.58 1.53 0.30
O -0.16 -0.49 1.76
H 1.65 -0.58 -0.78
H -1.03 3.33 -1.12
H -1.84 1.96 -1.79
H -2.18 -1.57 -0.50
H -2.87 -0.02 -1.00
H -2.35 -0.25 0.69
H 3.16 -0.59 1.24
H 3.05 -2.18 0.44
H 2.09 -1.85 1.88

=====

The least stable of them is ii.